15
Properties=species:S:1:pos:R:3 method="wB97M-V/def2-TZVPD" homo_energy_ev=-13.872 relative_energy_kj_mol=196.1 smiles="OC1=CC[C@H](O)[NH2+]1" e_tot_ev=-9854.299 total_charge=+1 spin_multiplicity=1
C -0.76 1.12 -0.20
C -1.35 -0.08 -0.11
C 0.72 1.11 -0.09
C 0.98 -0.40 0.31
N -0.31 -1.20 -0.10
O -2.61 -0.44 0.09
O 2.05 -1.03 -0.35
H -1.35 1.97 -0.49
H 1.26 1.33 -1.09
H 0.97 2.01 0.58
H 1.04 -0.40 1.31
H -0.38 -1.83 0.72
H -0.12 -1.56 -1.03
H -3.08 0.32 0.49
H 2.96 -0.93 -0.07

14
Properties=species:S:1:pos:R:3 method="wB97M-V/def2-TZVPD" homo_energy_ev=-8.585 relative_energy_kj_mol=390.3 e_tot_ev=-7358.210 total_charge=0 spin_multiplicity=1
C -1.69 -0.63 0.19
C -0.69 0.37 -0.32
O -0.13 1.20 0.74
C 1.11 0.92 0.20
C 1.52 -0.62 0.26
C 0.73 -0.02 -0.85
H -2.46 -0.12 0.77
H -1.22 -1.38 0.83
H -2.17 -1.13 -0.66
H -1.14 1.07 -1.03
H 1.88 1.68 0.09
H 2.32 -0.08 0.76
H 0.97 -1.26 0.94
H 0.97 0.00 -1.91

73
Properties=species:S:1:pos:R:3 method="wB97M-V/def2-TZVPD" homo_energy_ev=-16.750 relative_energy_kj_mol=0.0 e_tot_ev=-64898.581 total_charge=+3 spin_multiplicity=1
W -0.57 0.40 0.28
O 0.39 1.32 -1.11
C 1.42 1.74 -0.28
C 1.55 3.12 -0.02
C 2.57 3.54 0.79
C 3.46 2.61 1.35
C 3.34 1.26 1.08
C 2.32 0.81 0.24
C 2.19 -0.61 -0.20
N 0.85 -1.06 0.00
C 0.51 -2.31 -0.67
C -0.37 -1.91 -1.84
N -1.39 -1.07 -1.17
C -2.62 -1.44 -1.28
C -3.71 -1.02 -0.46
C -5.05 -1.26 -0.80
C -6.05 -0.93 0.09
C -5.72 -0.40 1.33
C -4.41 -0.18 1.72
C -3.41 -0.49 0.80
O -2.11 -0.31 1.12
H 0.84 3.80 -0.46
H 2.69 4.60 1.00
H 4.25 2.96 2.00
H 4.04 0.56 1.52
H 2.93 -1.29 0.21
H -0.04 -2.98 0.00
H 1.42 -2.83 -0.99
H -0.85 -2.75 -2.33
H 0.18 -1.31 -2.56
H -2.85 -2.20 -2.04
H -5.29 -1.71 -1.76
H -7.08 -1.10 -0.18
H -6.52 -0.15 2.03
H -4.15 0.22 2.69
O -0.02 3.54 2.93
C -0.15 2.44 2.49
N -0.91 2.10 1.34
C -2.22 2.65 1.31
O -2.78 3.15 2.23
C -2.79 2.49 -0.05
C -3.85 3.24 -0.52
C -4.19 3.11 -1.86
C -3.45 2.26 -2.67
C -2.43 1.51 -2.11
N -2.12 1.61 -0.81
C 0.43 1.21 3.09
C 0.99 1.17 4.35
C 1.34 -0.06 4.87
C 1.11 -1.20 4.11
C 0.58 -1.08 2.84
N 0.24 0.11 2.33
H -4.35 3.92 0.15
H -5.00 3.69 -2.28
H -3.66 2.16 -3.72
H -1.83 0.84 -2.71
H 1.11 2.10 4.90
H 1.76 -0.14 5.87
H 1.34 -2.19 4.50
H 0.41 -1.95 2.22
C 3.06 -3.52 -3.45
N 4.13 -2.86 -2.70
C 5.39 -3.39 -2.56
C 6.13 -2.50 -1.85
N 5.30 -1.44 -1.58
C 4.08 -1.67 -2.09
S 2.76 -0.53 -2.07
H 3.39 -3.67 -4.48
H 2.19 -2.87 -3.45
H 2.83 -4.47 -2.99
H 5.66 -4.34 -2.99
H 7.16 -2.53 -1.53
H 5.58 -0.57 -1.15

80
Properties=species:S:1:pos:R:3 method="wB97M-V/def2-TZVPD" homo_energy_ev=-11.601 e_tot_ev=-35729.244 total_charge=+1 spin_multiplicity=1
C 6.74 1.97 1.77
C 6.28 1.64 0.23
C 5.76 0.06 0.04
C 4.83 -0.44 1.33
N 3.68 -1.35 0.94
C 2.34 -0.60 0.94
C 1.23 -1.65 0.37
N 0.02 -1.04 -0.29
C -1.24 -1.38 0.52
C -2.60 -0.58 -0.05
N -2.79 0.60 0.86
C -3.93 0.42 1.84
C -5.37 1.03 1.34
C -2.84 1.92 0.12
C -3.60 2.23 -1.30
O -2.19 2.96 0.72
C 0.13 0.44 -0.61
C 1.70 0.66 -1.15
N 2.56 0.64 0.09
H 7.14 0.98 2.29
H 7.59 2.78 1.73
H 5.84 2.41 2.41
H 7.19 1.76 -0.49
H 5.46 2.41 -0.10
H 6.63 -0.68 -0.21
H 5.01 0.10 -0.88
H 5.57 -1.07 2.01
H 4.41 0.44 1.98
H 3.86 -1.59 -0.08
H 2.14 -0.26 2.07
H 0.82 -2.26 1.32
H 1.77 -2.48 -0.30
H -0.11 -1.54 -1.22
H -1.06 -1.00 1.62
H -1.43 -2.55 0.60
H -3.47 -1.39 0.03
H -2.49 -0.33 -1.19
H -4.11 -0.74 2.01
H -3.56 0.86 2.88
H -5.36 2.19 1.54
H -5.66 0.74 0.24
H -6.21 0.56 2.04
H -4.77 2.26 -1.22
H -3.25 3.31 -1.65
H -3.23 1.49 -2.14
H -0.11 1.11 0.32
H -0.56 0.68 -1.55
H 1.74 1.73 -1.65
H 2.07 -0.20 -1.86
H 2.19 1.44 0.69
C 5.34 1.41 -6.74
C 4.84 0.55 -5.59
O 5.60 0.71 -4.39
C 5.63 2.02 -3.83
C 4.25 2.55 -3.46
H 6.39 1.19 -6.95
H 4.75 1.22 -7.64
H 5.27 2.48 -6.51
H 4.93 -0.50 -5.87
H 3.78 0.73 -5.39
H 6.15 2.71 -4.51
H 6.24 1.97 -2.92
H 3.60 2.64 -4.32
H 4.34 3.54 -3.00
H 3.77 1.88 -2.74
C -5.74 -2.99 4.67
C -6.75 -1.92 4.30
O -7.11 -1.92 2.92
C -7.71 -3.12 2.43
C -9.00 -3.49 3.13
H -4.83 -2.87 4.07
H -5.47 -2.91 5.73
H -6.12 -3.99 4.49
H -6.32 -0.93 4.50
H -7.65 -1.99 4.92
H -6.98 -3.95 2.47
H -7.92 -2.95 1.36
H -8.85 -3.68 4.20
H -9.43 -4.40 2.69
H -9.73 -2.68 3.05

62
Properties=species:S:1:pos:R:3 method="wB97M-V/def2-TZVPD" homo_energy_ev=-4.976 e_tot_ev=-135226.761 total_charge=-1 spin_multiplicity=1
C 1.55 1.19 3.37
C 0.91 -0.20 3.29
F 1.96 -1.13 3.14
C -0.08 -0.28 2.14
C -0.59 -1.65 1.65
C -0.58 -2.79 2.67
C -1.65 -2.68 3.74
O -1.64 -1.39 4.39
C -2.83 -0.89 4.74
O -3.05 0.28 4.84
O -2.00 -1.43 1.36
B -2.44 -2.32 0.31
Br -3.53 -1.23 -1.14
C -3.44 -3.57 0.76
O -2.73 -4.85 0.68
N -3.35 -5.80 1.42
O -2.67 -6.76 1.55
O -1.21 -2.91 -0.20
C -0.12 -2.08 0.20
C -0.08 -0.89 -0.78
C 1.26 -0.22 -1.06
F 2.09 -0.98 -1.88
P 1.24 -3.34 -0.13
N 2.52 -2.90 0.93
O 0.67 -4.68 0.64
H 2.56 1.12 2.97
H 1.65 1.51 4.41
H 0.97 1.93 2.82
H 0.43 -0.41 4.24
H -0.97 0.25 2.49
H 0.34 0.31 1.32
H 0.39 -2.92 3.14
H -0.80 -3.71 2.15
H -2.63 -2.86 3.31
H -1.47 -3.45 4.49
H -3.58 -1.66 5.00
H -3.86 -3.46 1.76
H -4.29 -3.63 0.07
H -0.48 -1.26 -1.72
H -0.75 -0.10 -0.44
H 1.06 0.71 -1.61
H 1.78 0.08 -0.15
H 2.51 -1.91 1.15
H 3.40 -3.07 0.44
H -0.21 -4.87 0.28
C 1.83 6.36 -5.65
O 2.22 5.09 -5.13
P 1.53 4.51 -3.79
O 2.38 5.12 -2.74
O 1.72 2.97 -4.03
C 2.79 2.41 -4.80
O 0.08 4.39 -3.16
C -0.65 5.58 -2.85
H 2.45 6.55 -6.53
H 0.78 6.37 -5.95
H 2.01 7.14 -4.91
H 3.75 2.79 -4.45
H 2.66 2.63 -5.86
H 2.74 1.34 -4.65
H -0.77 6.22 -3.72
H -0.14 6.13 -2.05
H -1.63 5.26 -2.51